{"formula": "C6H8N2O2S", "method": "ωB97M-V with the def2-TZVPD basis set", "species": ["C", "C", "C", "C", "C", "C", "N", "N", "O", "O", "S", "H", "H", "H", "H", "H", "H", "H", "H"], "coordinates": [[-2.657180, -0.249972, -0.590410], [-2.166597, 1.061051, -0.446446], [-2.020433, -1.323080, 0.021027], [-1.004649, 1.260194, 0.226962], [-0.894582, -1.098804, 0.801115], [-0.392147, 0.138870, 0.948435], [1.972258, 1.021254, -1.263220], [3.795358, 0.397370, 0.374436], [2.232892, -1.405881, -0.391355], [0.756558, 0.542672, 1.529631], [2.388149, 0.161979, -0.080453], [-3.460306, -0.519386, -1.289046], [-2.718842, 1.888398, -0.938322], [-2.127458, -2.375346, -0.355348], [-0.505139, 2.214707, 0.035065], [-0.316074, -1.904609, 1.312233], [0.931308, 1.190771, -1.480955], [3.718735, 0.858499, 1.211189], [2.468142, -1.858678, 0.375464]], "atomic_forces_ev_per_a": [[-0.4, -0.9, -0.3], [-1.5, -0.2, -0.8], [0.7, -0.8, -1.2], [0.4, -0.9, 0.2], [0.6, -2.3, 1.3], [1.1, 5.4, -1.3], [-2.1, -0.2, 0.4], [0.0, -2.0, -1.2], [-1.4, 1.9, -2.3], [1.4, -2.1, -1.1], [-1.5, 1.5, -1.1], [0.2, 0.6, 0.4], [0.6, -0.6, 0.2], [-0.7, 1.1, 0.8], [0.1, -0.3, 1.0], [-0.7, 0.4, -0.6], [2.0, -1.0, 0.5], [0.5, 1.9, 2.7], [0.9, -1.5, 2.4]], "spin_multiplicity": 1, "gap_ev": [6.9, 6.6], "max_force_ha_per_bohr": 0.1092, "e_lumo_ev": [-1.79, -1.94], "homo_ev": [-8.7, -8.5], "total_energy_ev": -24256.5736}